# 1
Molecular formula: C60H150N10O20
Method: DFT, ωB97M-V/def2-TZVPD

As for the largest force on an atom: 3.66 eV/Å. The spin multiplicity is 1. The electronic energy is -4427.7486 hartree. The calculation puts the gap between HOMO and LUMO at 8.908 eV. As for the HOMO energy: -8.5 eV.

Each line ends with the Löwdin charge.
Positions of all 240 atoms, in Å:
C: 4.02 -30.51 -21.12  -0.12
O: 4.10 -30.27 -22.47  -0.17
C: 5.38 -30.21 -23.04  -0.20
C: 5.34 -30.32 -24.58  -0.18
N: 4.69 -31.55 -25.05  -0.04
C: 5.52 -32.75 -24.93  -0.22
C: 4.98 -34.10 -25.45  -0.17
O: 3.91 -34.58 -24.61  -0.22
C: 4.13 -34.81 -23.23  -0.12
H: 3.01 -30.42 -20.73  0.08
H: 4.69 -29.90 -20.53  0.08
H: 4.36 -31.51 -20.84  0.07
H: 5.92 -31.03 -22.57  0.11
H: 5.91 -29.32 -22.70  0.12
H: 6.38 -30.31 -24.91  0.11
H: 4.82 -29.45 -24.98  0.11
H: 4.03 -31.67 -24.29  0.09
H: 5.80 -32.95 -23.89  0.09
H: 6.46 -32.58 -25.45  0.12
H: 5.71 -34.90 -25.55  0.12
H: 4.46 -33.95 -26.40  0.12
H: 5.04 -35.39 -23.07  0.09
H: 3.24 -35.22 -22.76  0.09
H: 4.21 -33.82 -22.78  0.06
C: 1.33 -26.49 -6.88  -0.08
O: 0.28 -26.77 -7.84  -0.22
C: -0.85 -27.34 -7.26  -0.23
C: -1.67 -28.19 -8.31  -0.21
N: -1.31 -29.56 -8.37  -0.06
C: 0.11 -29.80 -8.84  -0.17
C: 0.25 -31.28 -9.10  -0.23
O: 1.54 -31.58 -9.59  -0.22
C: 1.80 -32.97 -9.74  -0.10
H: 1.80 -27.41 -6.54  0.08
H: 0.87 -25.93 -6.06  0.09
H: 2.19 -25.98 -7.30  0.08
H: -1.50 -26.50 -7.03  0.11
H: -0.69 -27.80 -6.28  0.12
H: -1.77 -27.65 -9.25  0.12
H: -2.67 -28.22 -7.87  0.11
H: -1.57 -29.98 -7.49  0.11
H: 0.91 -29.49 -8.16  0.11
H: 0.26 -29.23 -9.75  0.12
H: -0.49 -31.58 -9.85  0.12
H: 0.09 -31.85 -8.18  0.12
H: 2.68 -32.97 -10.38  0.07
H: 1.00 -33.48 -10.27  0.09
H: 2.09 -33.47 -8.81  0.09
C: 0.02 -37.94 -4.99  -0.07
O: 0.28 -37.97 -6.44  -0.21
C: 1.44 -37.28 -6.85  -0.21
C: 1.54 -37.45 -8.42  -0.20
N: 2.75 -36.88 -8.95  -0.07
C: 2.71 -36.96 -10.40  -0.23
C: 4.08 -36.70 -10.99  -0.23
O: 4.06 -36.75 -12.39  -0.17
C: 3.22 -35.83 -13.08  -0.10
H: -0.14 -36.91 -4.69  0.08
H: 0.86 -38.30 -4.40  0.08
H: -0.81 -38.59 -4.69  0.08
H: 2.30 -37.67 -6.30  0.11
H: 1.34 -36.24 -6.54  0.11
H: 0.64 -36.99 -8.82  0.12
H: 1.52 -38.51 -8.70  0.12
H: 3.53 -37.42 -8.62  0.11
H: 2.13 -36.10 -10.75  0.10
H: 2.38 -37.91 -10.81  0.13
H: 4.74 -37.45 -10.56  0.12
H: 4.50 -35.74 -10.69  0.11
H: 2.15 -35.97 -12.90  0.08
H: 3.26 -35.84 -14.17  0.09
H: 3.39 -34.82 -12.73  0.07
C: 0.97 -25.94 -11.44  -0.07
O: 1.78 -27.04 -11.92  -0.22
C: 2.75 -27.51 -11.00  -0.19
C: 3.66 -28.44 -11.89  -0.19
N: 4.73 -29.04 -11.09  -0.03
C: 4.20 -30.24 -10.38  -0.18
C: 5.43 -30.99 -9.86  -0.21
O: 6.01 -31.58 -10.99  -0.24
C: 6.53 -32.90 -10.67  -0.05
H: 0.13 -25.78 -12.11  0.09
H: 1.68 -25.12 -11.37  0.08
H: 0.59 -26.11 -10.43  0.06
H: 2.27 -28.04 -10.18  0.10
H: 3.33 -26.67 -10.64  0.12
H: 4.14 -27.87 -12.68  0.10
H: 3.08 -29.20 -12.41  0.09
H: 5.42 -29.35 -11.75  0.06
H: 3.50 -30.84 -10.95  0.09
H: 3.65 -29.93 -9.49  0.11
H: 5.10 -31.76 -9.16  0.12
H: 6.22 -30.42 -9.37  0.11
H: 5.70 -33.54 -10.38  0.08
H: 7.27 -32.75 -9.89  0.10
H: 7.08 -33.24 -11.55  0.08
C: 8.57 -24.54 -6.55  -0.12
O: 8.98 -25.67 -7.25  -0.19
C: 8.61 -26.94 -6.83  -0.24
C: 9.45 -28.09 -7.52  -0.17
N: 9.56 -28.06 -9.03  -0.04
C: 8.20 -28.10 -9.71  -0.17
C: 8.20 -28.28 -11.23  -0.17
O: 8.81 -27.13 -11.95  -0.19
C: 8.69 -27.27 -13.36  -0.11
H: 8.95 -24.53 -5.52  0.08
H: 7.49 -24.44 -6.44  0.08
H: 8.92 -23.68 -7.12  0.09
H: 7.56 -27.12 -7.06  0.11
H: 8.71 -27.12 -5.76  0.11
H: 9.05 -29.06 -7.21  0.10
H: 10.44 -28.11 -7.07  0.10
H: 10.13 -27.28 -9.32  0.09
H: 7.71 -27.13 -9.58  0.11
H: 7.60 -28.83 -9.18  0.09
H: 7.17 -28.40 -11.56  0.09
H: 8.73 -29.15 -11.62  0.11
H: 7.65 -27.41 -13.66  0.08
H: 9.26 -28.14 -13.67  0.06
H: 9.13 -26.42 -13.88  0.08
C: -1.95 -31.31 -14.32  -0.12
O: -3.26 -30.74 -14.23  -0.19
C: -3.91 -30.50 -15.46  -0.22
C: -4.26 -31.84 -16.06  -0.26
N: -4.79 -31.62 -17.33  -0.09
C: -5.45 -32.77 -17.98  -0.19
C: -5.90 -32.55 -19.41  -0.24
O: -6.59 -33.72 -19.80  -0.17
C: -7.09 -33.51 -21.10  -0.13
H: -1.36 -30.88 -15.12  0.07
H: -1.90 -32.40 -14.26  0.09
H: -1.44 -30.92 -13.44  0.08
H: -3.29 -29.82 -16.05  0.12
H: -4.81 -29.94 -15.17  0.13
H: -5.06 -32.26 -15.45  0.13
H: -3.42 -32.52 -16.03  0.11
H: -4.01 -31.41 -17.94  0.11
H: -6.30 -33.06 -17.37  0.12
H: -4.71 -33.57 -17.89  0.12
H: -4.98 -32.35 -19.96  0.12
H: -6.53 -31.67 -19.47  0.13
H: -7.26 -34.50 -21.54  0.09
H: -6.43 -33.03 -21.83  0.08
H: -7.92 -32.81 -21.06  0.09
C: 5.46 -26.34 -21.17  -0.13
O: 4.42 -26.84 -20.35  -0.20
C: 3.10 -26.43 -20.73  -0.21
C: 2.14 -26.73 -19.62  -0.21
N: 1.82 -28.17 -19.59  -0.03
C: 1.05 -28.42 -18.41  -0.21
C: 0.87 -29.95 -18.31  -0.21
O: 2.06 -30.70 -18.27  -0.19
C: 1.95 -31.84 -17.46  -0.09
H: 6.37 -26.87 -20.89  0.08
H: 5.73 -25.29 -21.15  0.08
H: 5.26 -26.56 -22.22  0.08
H: 2.77 -26.98 -21.61  0.13
H: 3.04 -25.37 -20.98  0.12
H: 1.23 -26.18 -19.84  0.12
H: 2.46 -26.25 -18.69  0.11
H: 2.70 -28.67 -19.57  0.07
H: 0.07 -27.94 -18.43  0.12
H: 1.49 -27.96 -17.53  0.09
H: 0.19 -30.26 -19.11  0.12
H: 0.20 -30.22 -17.50  0.10
H: 1.45 -32.62 -18.03  0.09
H: 1.55 -31.74 -16.44  0.07
H: 2.87 -32.41 -17.30  0.07
C: 10.50 -29.72 -15.61  -0.15
O: 9.59 -29.00 -16.35  -0.22
C: 10.01 -27.61 -16.59  -0.18
C: 9.02 -26.89 -17.50  -0.16
N: 7.84 -26.47 -16.63  -0.02
C: 6.66 -26.40 -17.48  -0.23
C: 5.30 -26.19 -16.79  -0.17
O: 5.00 -27.27 -15.87  -0.18
C: 3.67 -27.42 -15.46  -0.10
H: 11.30 -30.07 -16.25  0.09
H: 10.03 -30.53 -15.05  0.09
H: 10.97 -29.06 -14.89  0.08
H: 10.95 -27.64 -17.14  0.12
H: 10.24 -27.04 -15.69  0.11
H: 8.71 -27.55 -18.31  0.11
H: 9.48 -26.04 -18.00  0.12
H: 7.59 -27.23 -16.02  0.07
H: 6.43 -27.37 -17.93  0.09
H: 6.82 -25.88 -18.42  0.11
H: 4.57 -26.15 -17.59  0.09
H: 5.20 -25.20 -16.36  0.12
H: 3.04 -27.83 -16.24  0.06
H: 3.25 -26.48 -15.10  0.09
H: 3.53 -28.06 -14.59  0.06
C: 8.68 -32.10 -19.10  -0.09
O: 8.12 -32.07 -20.39  -0.16
C: 8.11 -33.32 -20.95  -0.27
C: 7.15 -34.40 -20.35  -0.18
N: 5.83 -33.74 -20.30  -0.05
C: 4.81 -34.48 -19.59  -0.19
C: 5.02 -34.52 -18.08  -0.23
O: 5.88 -35.56 -17.65  -0.18
C: 6.09 -35.63 -16.23  -0.09
H: 8.57 -31.13 -18.62  0.08
H: 9.75 -32.30 -19.07  0.10
H: 8.07 -32.76 -18.48  0.08
H: 9.05 -33.88 -21.01  0.12
H: 7.82 -33.24 -22.00  0.11
H: 7.49 -34.70 -19.36  0.10
H: 7.17 -35.27 -21.00  0.12
H: 5.81 -32.79 -19.94  0.07
H: 4.80 -35.50 -19.96  0.12
H: 3.83 -34.04 -19.77  0.11
H: 4.08 -34.72 -17.55  0.11
H: 5.30 -33.54 -17.68  0.10
H: 6.33 -34.71 -15.70  0.07
H: 6.87 -36.34 -15.94  0.09
H: 5.26 -36.15 -15.75  0.08
C: 5.27 -30.20 -17.65  -0.07
O: 5.35 -30.25 -16.20  -0.20
C: 6.65 -30.65 -15.79  -0.21
C: 6.77 -30.88 -14.30  -0.16
N: 6.42 -32.25 -13.86  -0.03
C: 5.17 -32.70 -14.40  -0.20
C: 3.98 -32.03 -13.63  -0.17
O: 2.69 -32.53 -14.09  -0.22
C: 1.55 -31.84 -13.56  -0.07
H: 5.37 -31.15 -18.17  0.07
H: 6.01 -29.51 -18.05  0.08
H: 4.27 -29.85 -17.92  0.07
H: 7.31 -29.84 -16.11  0.11
H: 6.83 -31.56 -16.34  0.11
H: 6.14 -30.15 -13.78  0.10
H: 7.80 -30.77 -13.97  0.11
H: 6.47 -32.36 -12.86  0.04
H: 5.05 -33.74 -14.10  0.09
H: 4.98 -32.69 -15.47  0.10
H: 3.99 -30.96 -13.81  0.11
H: 4.03 -32.23 -12.56  0.10
H: 0.97 -32.56 -12.98  0.09
H: 1.03 -31.42 -14.42  0.06
H: 1.92 -31.01 -12.94  0.07

***

# 2
Molecular formula: C60H154N10O22
Method: DFT, ωB97M-V/def2-TZVPD

As for the largest force on an atom: 3.86 eV/Å. The total charge is +1. The spin multiplicity is 2. The electronic energy is -4580.3429 hartree. The calculation puts the gap between HOMO and LUMO (alpha / beta) at 6.945 / 1.557 eV. As for the HOMO energy (alpha / beta): -9.5 / -9.5 eV. As for the expectation value of S²: 0.75.

Each line ends with the Löwdin charge.
Positions of all 246 atoms, in Å:
C: 2.03 2.13 3.04  -0.07
O: 2.04 1.50 1.75  -0.20
C: 0.74 1.50 1.11  -0.15
C: 0.95 1.00 -0.36  -0.14
N: -0.22 0.48 -1.11  -0.06
C: 0.16 -0.29 -2.35  -0.15
C: -1.07 -0.94 -2.90  -0.16
O: -1.40 -2.17 -2.12  -0.20
C: -2.77 -2.56 -2.35  -0.10
H: 2.79 1.63 3.63  0.08
H: 1.04 2.13 3.51  0.07
H: 2.34 3.17 2.97  0.07
H: 0.28 2.49 1.10  0.11
H: 0.09 0.87 1.74  0.10
H: 1.78 0.29 -0.41  0.11
H: 1.33 1.85 -0.93  0.09
H: -0.73 -0.13 -0.49  0.06
H: 0.85 -1.11 -2.16  0.11
H: 0.67 0.40 -3.02  0.13
H: -0.94 -1.26 -3.93  0.12
H: -1.93 -0.28 -2.84  0.09
H: -2.81 -2.99 -3.36  0.08
H: -3.42 -1.69 -2.26  0.06
H: -3.10 -3.36 -1.70  0.06
C: 3.32 -2.30 -0.69  -0.08
O: 3.51 -3.71 -0.66  -0.20
C: 4.46 -4.21 -1.54  -0.26
C: 4.62 -5.75 -1.44  -0.17
N: 5.19 -6.45 -2.63  -0.05
C: 6.41 -5.87 -3.22  -0.18
C: 7.59 -6.09 -2.20  -0.22
O: 7.89 -7.45 -2.11  -0.19
C: 8.37 -7.90 -0.85  -0.10
H: 4.24 -1.78 -0.42  0.07
H: 2.57 -2.08 0.08  0.08
H: 3.10 -2.03 -1.72  0.08
H: 5.38 -3.68 -1.30  0.12
H: 4.24 -3.89 -2.56  0.11
H: 3.68 -6.24 -1.22  0.11
H: 5.17 -5.89 -0.50  0.10
H: 5.68 -7.26 -2.27  0.08
H: 6.30 -4.80 -3.41  0.10
H: 6.57 -6.32 -4.20  0.11
H: 7.34 -5.73 -1.20  0.10
H: 8.48 -5.56 -2.53  0.12
H: 7.72 -7.65 -0.01  0.08
H: 9.35 -7.48 -0.59  0.09
H: 8.41 -8.99 -0.77  0.09
C: -6.09 0.64 -1.77  -0.12
O: -5.20 1.51 -2.39  -0.17
C: -4.01 1.72 -1.67  -0.27
C: -3.21 2.87 -2.09  -0.16
N: -2.79 2.52 -3.50  -0.05
C: -2.50 3.66 -4.37  -0.17
C: -2.41 3.18 -5.82  -0.20
O: -3.73 3.12 -6.29  -0.20
C: -3.82 2.98 -7.69  -0.12
H: -6.92 0.63 -2.48  0.10
H: -6.48 1.09 -0.86  0.10
H: -5.68 -0.34 -1.53  0.06
H: -3.56 0.73 -1.77  0.10
H: -4.24 1.91 -0.62  0.12
H: -2.42 3.21 -1.42  0.13
H: -3.92 3.69 -2.01  0.13
H: -3.55 1.96 -3.85  0.11
H: -1.53 4.08 -4.10  0.12
H: -3.14 4.54 -4.27  0.13
H: -1.90 2.24 -6.00  0.13
H: -1.91 3.95 -6.42  0.12
H: -3.27 2.16 -8.16  0.09
H: -3.45 3.90 -8.13  0.09
H: -4.89 2.87 -7.91  0.09
C: 2.23 7.87 3.19  -0.06
O: 1.57 7.38 4.40  -0.20
C: 0.58 6.39 4.13  -0.21
C: -0.37 6.18 5.33  -0.18
N: -1.03 7.43 5.86  -0.04
C: -2.02 7.88 4.85  -0.20
C: -2.77 9.13 5.32  -0.23
O: -2.00 10.33 5.20  -0.19
C: -2.39 11.35 6.07  -0.12
H: 2.73 7.10 2.60  0.07
H: 3.06 8.49 3.52  0.09
H: 1.47 8.41 2.63  0.08
H: 1.06 5.44 3.88  0.11
H: 0.01 6.75 3.28  0.10
H: 0.18 5.84 6.21  0.10
H: -1.19 5.49 5.16  0.08
H: -0.24 8.07 5.90  0.09
H: -2.70 7.04 4.69  0.11
H: -1.54 8.17 3.92  0.11
H: -3.17 8.93 6.31  0.12
H: -3.67 9.20 4.71  0.11
H: -2.09 11.00 7.06  0.09
H: -3.47 11.52 5.97  0.08
H: -1.94 12.32 5.90  0.09
C: 5.40 -5.27 5.97  -0.12
O: 5.13 -4.47 4.87  -0.20
C: 5.76 -4.82 3.66  -0.21
C: 5.35 -3.79 2.61  -0.20
N: 5.79 -2.47 3.08  -0.07
C: 5.08 -1.33 2.49  -0.17
C: 5.51 -0.08 3.31  -0.18
O: 4.95 0.00 4.64  -0.18
C: 5.25 1.09 5.42  -0.14
H: 6.40 -5.69 6.05  0.09
H: 4.67 -6.08 5.99  0.09
H: 5.26 -4.65 6.86  0.09
H: 5.40 -5.80 3.36  0.12
H: 6.85 -4.86 3.79  0.12
H: 4.26 -3.81 2.57  0.11
H: 5.66 -3.95 1.58  0.11
H: 5.69 -2.45 4.08  0.10
H: 4.01 -1.46 2.66  0.11
H: 5.24 -1.28 1.41  0.10
H: 5.42 0.80 2.67  0.11
H: 6.59 -0.12 3.43  0.12
H: 4.59 1.36 6.24  0.08
H: 5.22 1.97 4.79  0.08
H: 6.21 0.97 5.93  0.09
C: -7.54 -6.40 -0.05  -0.07
O: -6.81 -5.80 -1.09  -0.20
C: -6.19 -4.51 -0.84  -0.13
C: -7.28 -3.38 -0.93  -0.07
N: -7.81 -3.36 -2.30  0.19
C: -6.88 -2.89 -3.31  -0.10
C: -7.59 -2.82 -4.67  -0.19
O: -7.87 -4.10 -5.24  -0.17
C: -8.16 -4.05 -6.62  -0.09
H: -6.87 -6.76 0.73  0.10
H: -7.95 -7.35 -0.39  0.11
H: -8.26 -5.65 0.29  0.09
H: -5.39 -4.41 -1.57  0.10
H: -5.74 -4.56 0.15  0.13
H: -6.87 -2.39 -0.73  0.13
H: -8.18 -3.56 -0.34  0.13
H: -8.16 -4.29 -2.50  0.16
H: -6.07 -3.60 -3.45  0.16
H: -6.53 -1.90 -2.99  0.12
H: -6.88 -2.34 -5.34  0.13
H: -8.45 -2.17 -4.53  0.14
H: -9.00 -3.39 -6.86  0.09
H: -8.40 -5.07 -6.92  0.10
H: -7.36 -3.63 -7.22  0.09
C: -1.98 -6.44 -8.96  -0.14
O: -1.38 -5.96 -7.81  -0.18
C: -1.63 -6.90 -6.76  -0.22
C: -1.40 -6.18 -5.45  -0.24
N: 0.00 -5.85 -5.21  -0.05
C: 0.21 -5.31 -3.87  -0.19
C: 1.68 -4.82 -3.74  -0.12
O: 1.79 -3.38 -4.10  -0.23
C: 1.53 -2.99 -5.45  -0.11
H: -3.03 -6.73 -8.83  0.08
H: -1.46 -7.33 -9.30  0.09
H: -1.92 -5.71 -9.77  0.09
H: -0.89 -7.68 -6.86  0.13
H: -2.64 -7.32 -6.73  0.12
H: -1.65 -6.86 -4.64  0.12
H: -2.05 -5.31 -5.37  0.11
H: 0.16 -5.22 -5.99  0.09
H: -0.05 -6.05 -3.12  0.11
H: -0.44 -4.46 -3.64  0.10
H: 2.46 -5.34 -4.29  0.12
H: 1.99 -4.91 -2.70  0.10
H: 1.67 -1.92 -5.57  0.09
H: 0.46 -3.20 -5.57  0.06
H: 2.07 -3.49 -6.25  0.09
C: 0.18 9.28 -0.50  -0.07
O: 0.35 7.89 -0.04  -0.21
C: 0.47 6.97 -1.12  -0.22
C: 0.98 5.67 -0.56  -0.21
N: 2.45 5.49 -0.48  -0.07
C: 2.81 4.15 0.02  -0.18
C: 4.30 4.24 0.38  -0.14
O: 4.41 5.05 1.64  -0.21
C: 5.73 4.92 2.17  -0.14
H: 1.06 9.63 -1.04  0.09
H: 0.00 9.98 0.31  0.08
H: -0.73 9.31 -1.10  0.08
H: 1.13 7.30 -1.92  0.13
H: -0.51 6.73 -1.54  0.12
H: 0.53 4.81 -1.06  0.10
H: 0.80 5.65 0.52  0.11
H: 2.82 6.22 0.12  0.10
H: 2.69 3.41 -0.78  0.11
H: 2.27 3.97 0.95  0.09
H: 4.95 4.60 -0.42  0.12
H: 4.66 3.23 0.59  0.11
H: 5.76 5.66 2.97  0.08
H: 6.48 5.45 1.58  0.08
H: 6.12 3.98 2.57  0.08
C: 3.75 4.43 5.89  -0.09
O: 2.79 3.38 5.86  -0.23
C: 2.10 3.22 7.10  -0.20
C: 0.97 2.27 6.73  -0.21
N: -0.06 2.98 5.93  -0.04
C: -1.25 2.12 5.81  -0.18
C: -2.17 2.85 4.81  -0.20
O: -1.58 3.03 3.53  -0.20
C: -2.35 3.79 2.67  -0.13
H: 3.29 5.38 6.14  0.09
H: 4.20 4.54 4.90  0.08
H: 4.50 4.17 6.65  0.09
H: 1.68 4.14 7.50  0.12
H: 2.75 2.70 7.80  0.12
H: 0.48 2.00 7.66  0.11
H: 1.27 1.29 6.35  0.12
H: 0.37 3.11 5.03  0.06
H: -1.72 1.94 6.78  0.12
H: -0.98 1.12 5.47  0.10
H: -2.33 3.84 5.25  0.10
H: -3.14 2.35 4.72  0.12
H: -2.60 4.78 3.04  0.08
H: -3.33 3.33 2.53  0.08
H: -2.05 3.96 1.63  0.08
C: -3.62 -6.56 -0.21  -0.12
O: -2.24 -6.96 -0.10  -0.15
C: -1.40 -5.79 -0.27  -0.20
C: -1.48 -4.79 0.85  -0.21
N: -0.49 -3.71 0.74  -0.03
C: -0.25 -3.02 2.00  -0.18
C: -1.24 -1.88 2.25  -0.21
O: -1.45 -1.08 1.10  -0.24
C: -2.47 -0.07 1.32  -0.07
H: -3.99 -6.03 -1.09  0.06
H: -3.91 -5.96 0.65  0.07
H: -4.11 -7.54 -0.18  0.10
H: -1.69 -5.29 -1.19  0.10
H: -0.38 -6.11 -0.47  0.13
H: -1.28 -5.27 1.81  0.13
H: -2.49 -4.41 0.94  0.10
H: -0.85 -2.99 0.14  0.07
H: 0.74 -2.57 1.95  0.11
H: -0.28 -3.73 2.82  0.12
H: -0.74 -1.21 2.95  0.12
H: -2.21 -2.17 2.64  0.12
H: -2.54 0.64 0.50  0.07
H: -2.16 0.58 2.14  0.08
H: -3.46 -0.46 1.55  0.09
O: 1.70 4.17 -3.19  -0.07
H: 0.97 3.61 -2.93  -0.06
H: 1.88 4.70 -2.42  -0.03
O: -0.32 2.73 -2.64  -0.07
H: -0.26 1.99 -2.04  -0.01
H: -1.23 2.72 -2.95  -0.03